1.
A molecular structure, C23H25F9KN7O2, computed with the ωB97M-V functional and the def2-TZVPD basis.

Properties
Maximum force, hartree/bohr: 0.0234
Orbital gap, hartree: 0.3232
Relative energy (zero: lowest compared OMol25 entry of this formula, charge and spin), kcal/mol: 4.2

Structure (XYZ):
```
67
C23H25F9KN7O2 | the Open Molecules 2025 dataset | the ωB97M-V functional and the def2-TZVPD basis
K -0.18 0.18 0.32
C 1.88 -0.84 3.22
N 1.98 0.27 2.24
C 1.73 1.53 2.96
N 2.66 1.74 4.06
C 2.54 0.60 4.98
N 2.82 -0.68 4.32
C 4.18 -0.62 3.77
N 4.34 0.48 2.82
C 3.37 0.30 1.74
C 4.02 1.74 3.51
H 2.08 -1.78 2.70
H 0.86 -0.87 3.61
H 0.71 1.51 3.35
H 1.81 2.36 2.26
H 1.53 0.58 5.39
H 3.24 0.74 5.81
H 4.40 -1.56 3.26
H 4.89 -0.49 4.58
H 3.58 -0.63 1.22
H 3.47 1.13 1.03
H 4.12 2.57 2.81
H 4.73 1.88 4.33
C 0.86 3.77 -2.61
C -0.15 2.70 -2.88
C -1.17 2.43 -1.97
C -2.09 1.41 -2.19
C -2.02 0.67 -3.36
N -2.98 -0.36 -3.59
C -2.85 -1.51 -4.31
O -3.81 -2.06 -4.81
N -1.58 -2.05 -4.53
C -0.45 -2.13 -3.71
C 0.70 -2.75 -4.18
C 1.82 -2.81 -3.37
C 1.78 -2.20 -2.12
N 0.68 -1.60 -1.66
C -0.42 -1.62 -2.41
C -1.04 0.95 -4.31
C -0.11 1.94 -4.05
H 0.54 4.44 -1.82
H 1.05 4.38 -3.50
H 1.83 3.34 -2.32
H -1.27 3.02 -1.07
H -2.85 1.20 -1.44
H -3.95 -0.15 -3.41
H -1.67 -2.81 -5.19
H 0.71 -3.19 -5.17
H 2.71 -3.31 -3.71
H 2.66 -2.17 -1.49
H -1.33 -1.21 -1.98
H -1.02 0.39 -5.23
H 0.66 2.15 -4.79
F -3.56 -2.15 3.27
C -2.85 -1.08 2.87
F -2.93 -0.16 3.84
F -1.55 -1.47 2.82
C -3.27 -0.48 1.49
O -2.32 0.34 1.05
C -3.41 -1.65 0.46
F -4.35 -2.57 0.73
F -2.22 -2.28 0.37
F -3.67 -1.18 -0.78
C -4.64 0.24 1.66
F -4.51 1.36 2.37
F -5.15 0.60 0.46
F -5.56 -0.53 2.27
```

Atomic partial charges in e from the Mulliken method, atoms 1 to 4: atom 1 (K): 0.91, atom 2 (C): -0.86, atom 3 (N): 0.50, atom 4 (C): -0.75

2.
C23H25FN4O2 in the gas phase, computed with the ωB97M-V functional and the def2-TZVPD basis.

Properties
Maximum force, hartree/bohr: 0.0145
Orbital gap, hartree: 0.3420
Relative energy (zero: lowest compared OMol25 entry of this formula, charge and spin), kcal/mol: 15.9
SMILES: CN(Cc1nc2ccccc2[nH]1)C(=O)[C@@H]1CCC(=O)N(CCc2cccc(F)c2)C1

Structure (XYZ):
```
55
C23H25FN4O2 | the Open Molecules 2025 dataset | the ωB97M-V functional and the def2-TZVPD basis
C 1.93 2.95 2.07
N 1.46 1.80 2.80
C 0.22 1.25 2.77
O -0.01 0.21 3.36
C -0.84 1.91 1.90
H -0.77 3.00 1.95
C -0.54 1.46 0.46
N -1.59 1.86 -0.43
C -2.87 1.52 -0.14
O -3.81 1.82 -0.85
C -2.99 0.76 1.16
H -4.05 0.65 1.40
H -2.57 -0.23 1.01
C -2.26 1.47 2.30
H -2.84 2.34 2.61
H -2.19 0.79 3.15
C -1.26 2.47 -1.70
H -2.22 2.70 -2.17
H -0.72 3.41 -1.53
C -0.43 1.54 -2.60
C -0.98 0.14 -2.57
C -0.23 -0.90 -2.04
C -0.75 -2.19 -1.97
C -2.02 -2.45 -2.45
C -2.75 -1.41 -2.99
C -2.25 -0.12 -3.06
H -2.86 0.66 -3.48
F -3.98 -1.66 -3.48
H -2.45 -3.44 -2.42
H -0.16 -2.98 -1.55
H 0.76 -0.72 -1.66
H 0.61 1.52 -2.26
H -0.45 1.94 -3.61
H 0.40 1.89 0.11
H -0.42 0.36 0.45
C 2.53 0.92 3.28
C 2.76 -0.09 2.21
N 3.46 0.13 1.13
C 3.27 -0.98 0.34
C 3.77 -1.29 -0.92
C 3.39 -2.50 -1.48
C 2.54 -3.38 -0.81
C 2.03 -3.09 0.44
C 2.40 -1.88 1.00
N 2.10 -1.28 2.20
H 1.42 -1.57 2.88
H 1.37 -3.78 0.95
H 2.27 -4.31 -1.29
H 3.76 -2.77 -2.46
H 4.43 -0.61 -1.43
H 3.42 1.52 3.46
H 2.20 0.44 4.20
H 2.55 2.62 1.22
H 1.12 3.57 1.71
H 2.55 3.55 2.73
```

Atomic partial charges in e from the Mulliken method, atoms 1 to 4: atom 1 (C): -1.04, atom 2 (N): 0.05, atom 3 (C): 0.14, atom 4 (O): -0.73

3.
A molecular structure, C23H25InN2OS, computed with the ωB97M-V functional and the def2-TZVPD basis.

Properties
Maximum force, hartree/bohr: 0.1147
Orbital gap (alpha / beta), hartree: 0.1908 / 0.1909
Relative energy (zero: lowest compared OMol25 entry of this formula, charge and spin), kcal/mol: 266.2

Structure (XYZ):
```
53
C23H25InN2OS | the Open Molecules 2025 dataset | the ωB97M-V functional and the def2-TZVPD basis
C 1.86 0.02 3.21
C 2.34 -0.51 1.97
C 2.23 0.49 0.98
H 2.69 -1.50 1.83
C 1.67 1.66 1.57
C 1.46 1.42 2.95
H 1.40 2.56 1.07
C -1.16 -1.45 3.15
C -0.10 -2.20 2.50
C -0.40 -2.28 1.12
H 0.75 -2.59 3.00
C -1.65 -1.61 0.89
C -2.11 -1.10 2.13
H 2.49 0.37 -0.06
H 0.99 2.04 3.65
H 1.78 -0.48 4.14
H -2.96 -0.50 2.30
H 0.20 -2.76 0.39
H -1.22 -1.18 4.18
In -0.01 0.02 1.53
C -2.39 -1.49 -0.40
C -3.77 -2.12 -0.24
C -1.65 -2.18 -1.54
H -3.69 -3.10 0.22
H -4.26 -2.24 -1.21
H -4.42 -1.50 0.39
H -1.71 -3.27 -1.43
H -0.60 -1.90 -1.58
H -2.11 -1.93 -2.50
C -2.59 0.00 -0.75
C -1.32 0.71 -1.08
H -3.02 0.53 0.10
H -3.30 0.09 -1.58
O -0.28 0.57 -0.37
N -1.23 1.49 -2.16
C -0.23 2.53 -2.41
H -1.76 1.16 -2.94
C 1.15 2.02 -2.72
C 2.30 2.64 -2.24
H 2.24 3.53 -1.61
C 3.56 2.15 -2.56
H 4.44 2.65 -2.18
C 3.68 1.02 -3.37
H 4.67 0.64 -3.62
C 2.54 0.40 -3.85
H 2.63 -0.48 -4.49
C 1.29 0.90 -3.53
H 0.40 0.40 -3.92
H -0.20 3.21 -1.57
H -0.61 3.11 -3.26
S -0.03 0.04 3.76
C 0.00 0.00 5.53
N 0.00 0.00 6.65
```

Atomic partial charges in e from the Mulliken method, atoms 1 to 4: atom 1 (C): -0.02, atom 2 (C): -1.45, atom 3 (C): -0.29, atom 4 (H): 0.57

4.
C23H25N3O4 in the gas phase, computed with the ωB97M-V functional and the def2-TZVPD basis.

Properties
Maximum force, hartree/bohr: 0.0187
Orbital gap, hartree: 0.3128
Relative energy (zero: lowest compared OMol25 entry of this formula, charge and spin), kcal/mol: 19.7
SMILES: CCOc1ccccc1CNC(=O)CCNC(=O)Cn1ccc2ccccc2c1=O

Structure (XYZ):
```
55
C23H25N3O4 | the Open Molecules 2025 dataset | the ωB97M-V functional and the def2-TZVPD basis
C -5.24 -1.33 -1.51
C -3.75 -1.24 -1.79
O -2.96 -1.46 -0.64
C -2.77 -0.45 0.26
C -3.33 0.82 0.17
C -3.11 1.76 1.16
C -2.33 1.44 2.26
C -1.75 0.19 2.34
C -1.95 -0.76 1.36
C -1.31 -2.12 1.48
N -0.70 -2.56 0.24
C 0.03 -1.76 -0.54
O 0.24 -0.58 -0.31
C 0.64 -2.46 -1.75
H 0.84 -1.70 -2.52
H -0.03 -3.21 -2.16
C 1.97 -3.10 -1.33
N 2.85 -2.12 -0.73
C 2.83 -1.89 0.59
O 2.32 -2.63 1.42
C 3.55 -0.59 0.98
N 2.65 0.53 0.78
C 1.91 0.98 1.82
C 1.01 1.97 1.70
C 0.77 2.55 0.41
C -0.18 3.55 0.19
C -0.38 4.06 -1.07
C 0.37 3.58 -2.15
C 1.30 2.60 -1.95
C 1.52 2.07 -0.68
C 2.49 1.00 -0.51
O 3.16 0.53 -1.43
H 1.89 2.21 -2.77
H 0.20 3.99 -3.14
H -1.12 4.83 -1.23
H -0.75 3.92 1.03
H 0.45 2.32 2.55
H 2.09 0.49 2.77
H 3.84 -0.64 2.03
H 4.43 -0.45 0.34
H 3.11 -1.32 -1.32
H 1.80 -3.88 -0.58
H 2.47 -3.54 -2.20
H -0.80 -3.53 -0.01
H -0.56 -2.10 2.27
H -2.08 -2.86 1.74
H -1.12 -0.05 3.18
H -2.18 2.17 3.04
H -3.55 2.74 1.06
H -3.94 1.09 -0.68
H -3.49 -0.28 -2.26
H -3.45 -2.04 -2.48
H -5.80 -1.20 -2.44
H -5.56 -0.57 -0.80
H -5.48 -2.31 -1.09
```

Atomic partial charges in e from the Mulliken method, atoms 1 to 4: atom 1 (C): -1.16, atom 2 (C): -0.67, atom 3 (O): -0.33, atom 4 (C): 0.97